Entry 1:
The following is a DFT calculation (ωB97M-V with the def2-TZVPD basis set) of a gas-phase ion, C2H5N2O (charge +1).

Values from the calculation:
Kohn-Sham gap (Ha): 0.4228
Net charge: +1
SMILES: [NH+]#CNCO

Geometry as XYZ:
```
10
C2H5N2O | OMol25 | ωB97M-V with the def2-TZVPD basis set
N 1.946 0.508 0.094
C 1.143 -0.320 0.044
N 0.081 -0.929 0.177
C -1.180 -0.105 -0.137
O -0.790 1.184 0.050
H 2.843 0.832 -0.268
H 0.131 -1.843 -0.272
H -1.447 -0.351 -1.272
H -1.863 -0.604 0.631
H -0.863 1.628 0.954
```

***

Entry 2:
The following is a DFT calculation (ωB97M-V with the def2-TZVPD basis set) of 2 unconnected molecules or ions with the total composition C2H5N2O.

Values from the calculation:
Kohn-Sham gap (Ha): 0.3883
Net charge: +1

Geometry as XYZ:
```
10
C2H5N2O | OMol25 | ωB97M-V with the def2-TZVPD basis set
C -2.261 0.222 0.026
C -1.059 -0.319 -0.551
N -1.763 -1.056 0.312
N 0.780 0.712 0.237
O -3.097 0.995 0.227
H -0.484 -0.541 -1.430
H -1.850 -2.026 0.588
H 1.166 0.117 0.964
H 0.471 1.591 0.642
H 1.451 0.865 -0.505
```

***

Entry 3:
The following is a DFT calculation (ωB97M-V with the def2-TZVPD basis set) of 2 unconnected molecules or ions with the total composition C2H5N2S.

Values from the calculation:
Kohn-Sham gap (Ha): 0.3328
Net charge: +1

Geometry as XYZ:
```
10
C2H5N2S | OMol25 | ωB97M-V with the def2-TZVPD basis set
C -0.368 -1.012 -0.124
C 0.199 1.201 -0.053
N 0.905 -1.219 0.193
N -0.817 0.214 -0.291
S 1.801 0.370 0.097
H -1.135 -1.730 -0.337
H 0.005 2.115 -0.698
H -0.295 1.558 1.342
H 1.457 -2.027 -0.063
H -1.752 0.530 -0.066
```

***

Entry 4:
The following is a DFT calculation (ωB97M-V with the def2-TZVPD basis set) of 3 unconnected molecules or ions with the total composition C2H5N2S.

Values from the calculation:
Kohn-Sham gap (Ha): 0.3393
Net charge: +1

Geometry as XYZ:
```
10
C2H5N2S | OMol25 | ωB97M-V with the def2-TZVPD basis set
C -0.152 -1.396 -0.110
C -0.308 0.784 -0.899
N 1.053 -0.888 0.330
N -0.868 -0.501 -0.747
S 1.196 0.791 -0.077
H -0.480 -2.337 -0.005
H 0.040 3.142 1.094
H -0.688 2.622 1.003
H 1.854 -1.385 0.697
H -1.647 -0.832 -1.286
```

***

Entry 5:
The following is a DFT calculation (ωB97M-V with the def2-TZVPD basis set) of a gas-phase ion, C2H5N2S (charge +1).

Values from the calculation:
Kohn-Sham gap (Ha): 0.3071
Net charge: +1
SMILES: NC(=S)C=[NH2+]

Geometry as XYZ:
```
10
C2H5N2S | OMol25 | ωB97M-V with the def2-TZVPD basis set
N 1.081 1.566 0.098
C 1.222 0.237 0.127
S 2.521 -0.607 -0.250
C -0.031 -0.767 0.662
N -0.592 -1.178 -0.421
H 1.962 2.054 -0.026
H 0.465 2.084 0.699
H -0.519 -1.368 1.563
H -1.284 -1.887 -0.657
H -0.326 -0.773 -1.308
```

***

Entry 6:
The following is a DFT calculation (ωB97M-V with the def2-TZVPD basis set) of C2H5N3O in the gas phase.

Values from the calculation:
Kohn-Sham gap (Ha): 0.3844
Net charge: 0
SMILES: [H]/N=C\N(O)/C=N\[H]

Geometry as XYZ:
```
11
C2H5N3O | OMol25 | ωB97M-V with the def2-TZVPD basis set
H -1.899 0.089 -0.111
N -1.850 -1.023 -0.177
C -0.668 -1.020 0.033
N -0.137 0.363 0.501
O -0.975 1.429 -0.168
C 1.155 0.403 -0.344
N 2.126 -0.395 0.009
H 1.881 -1.210 0.559
H 0.068 -1.915 -0.343
H -1.186 1.911 0.738
H 1.485 1.368 -0.697
```

***

Entry 7:
The following is a DFT calculation (ωB97M-V with the def2-TZVPD basis set) of C2H5N3O in the gas phase.

Values from the calculation:
Kohn-Sham gap (Ha): 0.3753
Net charge: 0
SMILES: OCCN1N=N1

Geometry as XYZ:
```
11
C2H5N3O | OMol25 | ωB97M-V with the def2-TZVPD basis set
O 0.857 0.895 -1.072
C 0.711 0.647 0.262
C -0.447 -0.149 0.605
N -1.862 0.623 0.384
N -2.640 0.274 -0.700
N -2.963 -0.398 0.239
H -0.078 0.929 -1.416
H 1.588 0.289 0.643
H 0.543 1.680 0.669
H -0.685 -1.009 -0.069
H -0.407 -0.325 1.674
```

***

Entry 8:
The following is a DFT calculation (ωB97M-V with the def2-TZVPD basis set) of 2 unconnected molecules or ions with the total composition C2H5N3O.

Values from the calculation:
Kohn-Sham gap (Ha): 0.3428
Net charge: 0
SMILES: [H]/N=C(/N)C#N.O

Geometry as XYZ:
```
11
C2H5N3O | OMol25 | ωB97M-V with the def2-TZVPD basis set
H 1.055 -2.126 -0.530
N 1.119 -1.813 0.432
C 0.493 -0.726 0.652
N 0.395 -0.200 1.904
C -0.256 -0.009 -0.394
N -1.404 0.159 -0.674
H 0.935 -0.637 2.628
H -0.261 0.533 2.103
O -0.850 1.886 -1.817
H -1.291 1.690 -2.660
H 0.065 1.244 -1.644
```

***

Entry 9:
The following is a DFT calculation (ωB97M-V with the def2-TZVPD basis set) of C2H5N3O in the gas phase.

Values from the calculation:
Kohn-Sham gap (Ha): 0.3718
Net charge: 0
SMILES: [H]/N=C/N(O)/C=N/[H]

Geometry as XYZ:
```
11
C2H5N3O | OMol25 | ωB97M-V with the def2-TZVPD basis set
H 1.193 2.610 0.743
N 1.176 1.672 0.478
C 0.007 1.234 0.181
N -0.195 -0.140 0.396
O 1.206 -0.664 0.589
C -0.815 -0.963 -0.657
N -0.512 -2.169 -0.564
H -1.041 -2.890 -1.111
H -0.888 1.813 -0.070
H 1.570 0.151 1.226
H -1.701 -0.655 -1.211
```

***

Entry 10:
The following is a DFT calculation (ωB97M-V with the def2-TZVPD basis set) of a molecular structure, C2H5N3O2.

Values from the calculation:
Kohn-Sham gap (Ha): 0.3870
Net charge: 0

Geometry as XYZ:
```
12
C2H5N3O2 | OMol25 | ωB97M-V with the def2-TZVPD basis set
C 0.121 -0.412 1.271
C -0.716 -0.119 -1.004
H 2.169 -0.097 1.089
H 1.715 -0.834 2.648
H 0.915 0.724 -0.419
H -1.609 0.427 -2.337
H -1.409 1.651 -1.632
N 1.432 -0.276 1.760
N 0.064 0.410 0.102
N -0.562 0.723 -2.137
O -0.720 -1.097 1.716
O -1.400 -1.098 -1.057
```

***

Entry 11:
The following is a DFT calculation (ωB97M-V with the def2-TZVPD basis set) of C2H5N3O2S in the gas phase.

Values from the calculation:
Kohn-Sham gap (Ha): 0.3470
Net charge: 0
SMILES: O=CN/C(=N\S)NO

Geometry as XYZ:
```
13
C2H5N3O2S | OMol25 | ωB97M-V with the def2-TZVPD basis set
O -2.108 -0.909 -0.916
C -1.606 -1.607 -0.037
N -0.569 -0.842 0.779
C 0.336 0.155 0.259
N 0.039 1.263 -0.242
S -1.355 2.305 0.147
N 1.623 -0.470 0.105
O 2.624 0.490 -0.359
H -1.852 -2.595 0.399
H -0.234 -1.351 1.665
H -0.423 3.355 -0.471
H 1.564 -1.046 -0.756
H 1.962 1.252 -0.573
```

***

Entry 12:
The following is a DFT calculation (ωB97M-V with the def2-TZVPD basis set) of C2H5N3O2S in the gas phase.

Values from the calculation:
Kohn-Sham gap (alpha / beta) (Ha): 0.2909 / 0.2797
Net charge: 0

Geometry as XYZ:
```
13
C2H5N3O2S | OMol25 | ωB97M-V with the def2-TZVPD basis set
C -0.253 0.119 -0.088
C 0.291 -0.945 1.997
N -0.079 -1.476 -1.540
N -0.437 1.106 -0.923
N 0.056 0.216 1.172
O 0.811 1.487 -3.117
O -0.826 -0.977 -2.340
S -0.505 0.999 -2.733
H 0.140 -1.830 1.385
H 1.315 -0.937 2.370
H -0.396 -0.960 2.845
H -0.315 2.079 -0.652
H 0.198 1.119 1.623
```